Entry 1:
This record from OMol25 describes a single C5H7NO molecule. The level of theory is ωB97M-V/def2-TZVPD.

```
14
Properties=species:S:1:pos:R:3:forces:R:3
O 0.56653 1.08193 0.19492 0.028 -0.011 0.160
C 0.45868 0.16407 1.19474 -0.121 -0.220 0.058
N -0.73834 -0.16031 1.65504 0.190 0.021 0.020
C -1.96353 0.29880 1.38136 -0.074 0.120 -0.017
C 0.17820 0.60930 -1.10101 -0.146 0.019 -0.308
C 0.73342 -0.70683 -1.43167 0.224 -0.492 -0.055
C 1.17120 -1.80428 -1.66315 -0.187 0.466 0.071
H 1.31323 -0.44091 1.46092 -0.104 0.090 0.050
H -0.70274 -0.90626 2.34174 0.008 0.075 -0.069
H -2.06422 1.17025 0.75271 0.030 -0.126 0.054
H -2.77965 -0.08231 1.97511 0.128 0.047 -0.084
H -0.91418 0.56586 -1.18086 0.083 -0.054 0.041
H 0.53494 1.36486 -1.80404 -0.010 -0.098 0.066
H 1.55390 -2.77875 -1.87105 -0.048 0.163 0.013
```
Forces are in eV/Å.

Computed properties:
Lowest unoccupied orbital energy: 0.9 eV
Spin multiplicity: 1
Highest occupied orbital energy: -6.680 eV

***

Entry 2:
This record from OMol25 describes a 9-piece molecular cluster, C57H125BrN11O4 overall. The level of theory is ωB97M-V/def2-TZVPD.

```
198
Properties=species:S:1:pos:R:3:forces:R:3
C 0.87935 2.46297 4.45440 -0.497 0.324 0.744
O -0.45983 2.95310 4.63255 0.240 -0.986 1.159
C -0.78712 4.11775 3.97618 -0.198 0.269 -1.114
C -0.16288 5.39207 4.54259 -1.223 -0.100 1.006
N -0.97795 5.89138 5.76711 0.071 0.586 -0.446
H -0.99310 5.25761 6.58204 0.158 -0.020 -0.710
H -0.44389 6.71078 6.02281 0.472 0.422 0.524
C -2.33480 6.49876 5.51305 -0.128 -0.889 -0.520
C -2.28442 7.98354 5.73524 -1.573 0.645 1.571
O -1.20610 8.47469 5.05404 0.863 -0.308 -0.761
C -0.67636 9.75217 5.43678 -0.965 -0.065 0.572
H 1.18209 2.40606 3.42045 0.021 0.246 -0.563
H 0.91246 1.47503 4.88161 -0.274 -0.436 0.092
H 1.58037 3.02947 5.06319 0.222 0.348 -0.188
H -1.88933 4.23673 3.99511 0.478 -0.214 0.104
H -0.52925 3.92851 2.92907 0.151 0.823 -0.263
H -0.09415 6.23770 3.83777 -0.166 -0.382 0.419
H 0.75340 5.22489 5.06881 1.064 -0.352 -0.507
H -3.01895 6.03891 6.20543 -0.430 -0.152 0.092
H -2.60076 6.21623 4.48475 -0.057 0.317 0.322
H -2.23623 8.22399 6.84775 0.113 -0.357 -1.043
H -3.26044 8.40117 5.40822 0.400 -0.101 0.016
H 0.35723 9.54287 5.57912 1.049 0.509 -0.281
H -1.05248 10.01832 6.44627 -0.081 0.236 -0.738
H -0.91572 10.48842 4.64845 0.268 -0.216 0.680
C -4.11357 2.66214 -0.48947 -1.379 0.493 -0.074
O -5.51446 2.30819 -0.23407 1.421 -0.151 -0.693
C -5.72715 1.92176 1.07848 0.811 1.335 1.755
C -7.11289 1.43585 1.23317 -2.002 0.072 0.213
N -8.08124 2.63200 1.43241 1.497 -1.586 1.534
H -7.67692 3.04539 2.28555 -0.577 0.316 0.059
H -7.91827 3.28720 0.71267 0.072 0.922 -1.306
C -9.55183 2.44574 1.68251 0.161 -0.224 0.670
C -9.81777 2.14410 3.20782 -1.371 -0.381 -1.458
O -8.99019 2.95184 3.93600 0.873 0.632 1.725
C -9.38405 3.04822 5.36522 -0.057 1.422 -0.726
H -3.45266 1.93496 -0.04010 0.218 -0.266 0.033
H -3.91995 3.65702 -0.09829 0.076 0.089 0.428
H -3.96016 2.76474 -1.56227 -0.228 -0.456 0.017
H -5.49073 2.78145 1.77878 -0.356 -0.550 -0.439
H -5.11985 1.11854 1.49440 0.671 -0.336 -0.620
H -7.27247 0.80262 2.13090 0.200 0.288 -0.701
H -7.32665 0.91299 0.29235 -0.547 0.012 0.419
H -9.90343 1.74134 0.91871 -0.242 0.043 0.603
H -9.93115 3.43006 1.48120 -0.543 0.353 -0.175
H -9.73548 1.09597 3.44356 0.530 -0.728 0.027
H -10.86709 2.36263 3.46979 0.089 0.117 -0.689
H -9.36981 4.12659 5.64080 0.028 -0.766 -0.332
H -8.71285 2.52434 6.02179 0.425 -0.435 -0.085
H -10.39581 2.68204 5.50964 -0.074 -0.094 -0.126
C 10.26019 -0.02063 1.34331 -0.350 -0.329 -1.027
C 10.77834 -1.41823 0.91476 -1.161 0.420 0.009
N 9.61824 -2.33586 0.63385 0.270 -0.539 0.768
C 8.62794 -2.79339 1.48397 0.478 1.267 0.999
C 7.87518 -3.71049 0.85148 0.477 0.369 0.609
N 8.47743 -3.86517 -0.35382 -1.234 -1.433 -2.675
C 9.50440 -3.03334 -0.48200 -0.282 -0.023 -0.520
C 7.96221 -4.83802 -1.41537 0.669 0.933 0.910
H 11.06504 0.67415 1.51224 0.568 -0.037 0.248
H 9.68484 -0.10323 2.27340 0.040 0.092 -0.297
H 9.66684 0.47596 0.52876 0.221 -0.739 0.746
H 11.43993 -1.86846 1.64566 -0.190 -0.145 0.308
H 11.29946 -1.47738 -0.02451 0.447 0.661 -0.312
H 8.56411 -2.41108 2.48151 -0.102 0.066 0.230
H 6.99455 -4.21400 1.21280 0.177 -0.287 -0.262
H 10.06655 -2.86829 -1.39189 0.101 -0.266 0.211
H 8.38680 -4.57873 -2.37710 0.279 0.013 -0.010
H 6.87885 -4.73964 -1.50486 0.184 -0.109 0.328
H 8.29081 -5.82446 -1.09770 -0.248 -0.071 -0.198
C 4.93269 5.45010 2.35509 0.854 -1.451 1.502
C 4.85439 6.89225 2.54895 -0.356 2.429 -1.435
N 4.75176 7.45288 1.07799 0.130 -0.175 1.814
C 3.88121 6.94664 0.10080 0.631 1.092 1.415
C 3.85253 7.89018 -0.84401 -0.620 0.796 -1.544
N 4.68624 8.94323 -0.51211 0.416 -1.221 0.882
C 5.25860 8.61536 0.66831 -0.671 0.342 -0.968
C 4.96666 10.16491 -1.26284 0.547 0.217 -0.789
H 4.97153 4.92646 3.31043 0.161 0.122 0.200
H 5.87675 5.24792 1.86433 -0.046 -0.455 -0.406
H 4.07567 5.02055 1.88494 -0.431 -0.192 -0.711
H 5.73944 7.36507 3.01345 -0.306 -0.400 -0.412
H 3.97470 7.27656 3.10551 0.366 -0.324 -0.526
H 3.25160 6.09083 0.23332 0.115 -0.206 0.042
H 3.22792 7.88006 -1.72781 0.290 0.288 0.014
H 6.03278 9.24118 1.11082 -0.374 -0.373 0.274
H 4.93584 9.97829 -2.32412 -0.252 -0.485 -0.368
H 6.01885 10.46250 -1.12661 -0.645 0.184 0.535
H 4.21512 10.93357 -1.08719 0.325 0.046 0.474
C 5.50986 2.15618 -0.85090 -0.406 -1.065 0.398
C 4.82050 3.46439 -1.09544 -1.337 -0.104 -0.277
N 4.37531 3.58727 -2.50269 -1.005 -0.283 0.057
C 5.13283 3.50186 -3.63091 1.924 0.430 0.057
C 4.37707 3.68085 -4.72923 -2.150 0.140 1.378
N 3.05492 3.81669 -4.21274 0.835 0.145 -0.808
C 3.10453 3.75293 -2.86561 -1.008 -0.277 -0.943
C 1.88790 4.12277 -5.09824 -0.420 -0.402 1.001
H 5.72415 2.00809 0.21724 0.347 0.425 -0.320
H 6.39703 2.03293 -1.47362 0.090 0.041 0.273
H 4.82734 1.31949 -1.05130 0.011 0.244 -0.275
H 5.45772 4.30138 -0.90803 0.420 0.606 0.264
H 3.86224 3.55460 -0.53286 0.858 -0.162 -0.031
H 6.20711 3.45476 -3.51762 -0.106 -0.148 -0.290
H 4.56877 3.79415 -5.77615 0.213 -0.112 -0.151
H 2.21054 3.68153 -2.21123 0.893 0.226 -0.335
H 2.23290 4.43840 -6.08300 0.067 -0.017 0.280
H 1.30586 4.90594 -4.61043 0.169 0.133 -0.275
H 1.20300 3.26245 -5.19131 0.612 0.162 -0.010
C 2.82453 -7.04601 -4.61087 0.686 -0.046 1.418
C 3.16276 -5.66226 -4.07184 -2.297 1.120 -0.705
C 1.98377 -4.64453 -4.40505 0.534 -0.443 0.639
C 2.05324 -4.13087 -5.82637 1.370 1.506 0.060
N 0.82158 -4.01576 -6.61009 -1.334 -0.691 0.077
C 0.19895 -5.38205 -6.84068 -0.347 0.375 0.219
C -0.78081 -5.12340 -7.95085 -1.155 -0.115 -1.334
C -0.15738 -3.97555 -8.81865 0.448 -1.041 0.654
C 1.08203 -3.59125 -8.02021 -0.046 1.733 -0.027
C -0.13585 -3.07789 -5.90176 0.577 0.348 -0.292
H 2.78572 -7.16121 -5.68488 -0.236 0.111 -0.212
H 1.94118 -7.40621 -4.07254 -0.190 0.027 -0.599
H 3.60875 -7.69102 -4.23709 0.283 -0.459 -0.279
H 4.08873 -5.24131 -4.44210 0.342 -0.063 0.025
H 3.13495 -5.67058 -2.98984 0.555 -0.285 0.278
H 2.04488 -3.80438 -3.68379 -0.228 -0.332 -0.431
H 1.03811 -5.17164 -4.24491 0.109 0.004 0.206
H 2.77923 -4.70869 -6.40012 -0.194 -0.026 -0.167
H 2.39263 -3.08060 -5.81011 0.432 -0.450 -0.010
H -0.26782 -5.75457 -5.92833 0.201 0.008 -0.045
H 1.03933 -6.00301 -7.12879 -0.042 -0.316 -0.078
H -1.73872 -4.75695 -7.57675 0.090 -0.063 0.312
H -1.08631 -6.03994 -8.51010 0.680 0.665 0.294
H -0.84573 -3.19307 -9.09020 -0.209 0.394 0.397
H 0.23944 -4.32163 -9.73939 0.010 -0.598 -1.009
H 1.32555 -2.51281 -8.02029 -0.131 -0.468 -0.001
H 1.95831 -4.11741 -8.37923 0.110 -0.230 0.110
H -1.12713 -3.00820 -6.37812 0.697 -0.135 -0.089
H 0.35551 -2.06770 -5.85624 -0.557 -1.017 0.010
H -0.24837 -3.51965 -4.91851 -0.140 0.305 0.234
C 5.25231 -0.34143 3.05753 0.247 -0.281 0.121
C 4.26781 -0.50261 1.93046 -0.153 0.568 0.269
C 2.97340 -1.20864 2.34750 1.453 -0.484 2.137
C 2.23834 -1.32476 1.09573 -0.268 -0.801 -2.339
N 0.84671 -1.79370 1.11313 -0.934 -0.518 1.383
C 0.17756 -1.61179 -0.22500 -0.190 -0.348 -0.492
C -1.32721 -1.67254 0.05666 -0.472 0.879 1.018
C -1.42857 -1.29653 1.56452 0.556 0.129 1.064
C 0.01740 -1.00013 2.07010 -1.268 0.933 -1.292
C 0.79031 -3.23553 1.51690 0.442 -0.526 -0.758
H 6.12948 0.24608 2.76191 -0.162 -0.165 0.090
H 5.57067 -1.29850 3.45991 0.221 -0.123 0.097
H 4.73052 0.18264 3.85146 0.168 0.165 0.311
H 4.67322 -0.99241 1.02933 0.045 0.201 0.320
H 3.97992 0.51575 1.70144 -0.136 0.247 -0.784
H 2.44833 -0.65927 3.15482 0.227 0.088 -0.630
H 3.29198 -2.15775 2.85512 -0.595 0.350 -0.716
H 2.75482 -1.99752 0.39475 0.025 -0.083 0.268
H 2.18456 -0.39777 0.54343 0.133 0.674 0.282
H 0.57720 -2.42675 -0.83991 -0.249 0.279 -0.123
H 0.42448 -0.63728 -0.68521 0.292 -0.388 0.632
H -1.84134 -2.61679 -0.14121 0.391 0.081 -0.083
H -1.87879 -0.86707 -0.43929 0.361 -0.389 -0.519
H -1.84131 -2.09730 2.17376 -0.194 -0.072 -0.108
H -2.01318 -0.39624 1.77636 -0.116 -0.257 -0.282
H 0.16600 -1.20392 3.13222 0.281 -0.295 -0.362
H 0.26984 0.04409 1.82868 -0.018 -0.168 0.341
H 1.32630 -3.73664 0.68005 -0.161 -0.183 1.054
H -0.22170 -3.65017 1.57711 0.101 0.494 -0.184
H 1.24438 -3.35523 2.51067 0.144 0.002 -0.580
C -7.70803 -8.12301 3.48644 0.124 -0.567 0.239
C -7.17899 -6.75727 3.06079 -0.832 0.130 -0.159
C -7.69386 -6.23131 1.69292 -0.920 0.654 1.117
C -7.03803 -6.94682 0.54299 -0.103 -0.075 0.750
N -7.13915 -6.29127 -0.79918 0.554 -0.230 -0.102
C -6.39755 -7.07823 -1.84506 -0.165 -0.718 0.226
C -6.21386 -6.15448 -3.01639 0.181 1.252 -0.115
C -6.25483 -4.72307 -2.36942 -0.260 -0.721 -0.585
C -6.39720 -5.01085 -0.88720 0.788 0.199 -0.203
C -8.54423 -6.14107 -1.17850 -1.853 -0.502 0.200
H -7.27742 -8.37010 4.47030 -0.117 0.014 -0.382
H -7.37668 -8.90025 2.79325 -0.075 -0.093 0.071
H -8.79916 -8.22608 3.60844 0.369 0.420 -0.245
H -6.09947 -6.82115 2.98886 0.381 0.178 0.352
H -7.48208 -6.05214 3.85009 0.381 0.046 -0.402
H -7.48981 -5.16653 1.62206 0.467 0.293 0.053
H -8.78531 -6.22532 1.77238 -0.034 -0.577 -0.581
H -7.37341 -7.97158 0.47478 -0.184 -0.257 -0.349
H -6.00255 -6.96141 0.84311 0.674 -0.151 -0.482
H -6.97653 -7.95662 -2.06876 -0.088 -0.477 -0.060
H -5.47045 -7.35895 -1.35545 0.179 -0.153 -0.156
H -6.96704 -6.26650 -3.77848 -0.437 -0.112 -0.083
H -5.27402 -6.28271 -3.54322 0.163 -0.334 0.203
H -7.05919 -4.10095 -2.75026 -0.201 -0.130 -0.040
H -5.34636 -4.20630 -2.61377 0.465 0.355 0.209
H -6.94546 -4.26720 -0.36907 -0.262 0.761 0.681
H -5.39404 -5.18091 -0.45830 -0.585 0.085 0.154
H -9.02826 -7.13829 -1.13034 0.344 0.534 -0.036
H -8.67568 -5.76299 -2.18625 0.270 0.070 -0.066
H -9.09559 -5.49087 -0.48015 0.501 -0.180 -0.213
Br 1.62955 2.08843 0.19404 -0.073 0.136 -0.065
```
Forces are in eV/Å.

Computed properties:
Total charge: +7
Lowest unoccupied orbital energy: -11.3 eV
Spin multiplicity: 1
Highest occupied orbital energy: -19.805 eV

***

Entry 3:
This record from OMol25 describes a 2-piece molecular cluster, C2H6NS overall. The level of theory is ωB97M-V/def2-TZVPD.

```
10
Properties=species:S:1:pos:R:3:forces:R:3
S -0.48814 2.88407 -1.61492 -0.054 0.153 -0.375
H -0.61473 3.14973 -2.94381 0.064 -0.169 0.445
C 0.05858 -1.66928 1.35507 0.221 -0.896 0.908
C -0.32421 -0.74169 0.48456 -0.187 1.327 -0.477
N 0.55368 -0.05333 -0.33840 -0.232 1.035 0.112
H 1.07363 -1.68349 1.73201 0.378 -0.383 -0.582
H -0.55336 -2.50545 1.67805 -0.441 0.670 0.458
H -1.37098 -0.36519 0.46657 0.550 -0.969 -0.848
H 1.45310 0.21419 0.04020 0.102 -0.559 0.134
H 0.21243 0.77044 -0.85932 -0.402 -0.210 0.226
```
Forces are in eV/Å.

Computed properties:
Total charge: -1
Lowest unoccupied orbital energy: 4.0 eV
Spin multiplicity: 1
Highest occupied orbital energy: -2.917 eV

***

Entry 4:
This record from OMol25 describes a single C5H7N3O molecule. The level of theory is ωB97M-V/def2-TZVPD.

```
16
Properties=species:S:1:pos:R:3:forces:R:3
C -1.11951 2.74002 0.03666 -0.173 -2.869 -0.764
C -0.84606 1.13700 -1.27871 -0.219 1.322 -1.571
C 0.92138 -0.85403 -0.05341 1.755 -1.680 0.509
C 1.61396 -2.08222 0.55844 0.815 1.974 0.333
C -0.51097 -0.67926 0.35188 -1.587 1.265 1.347
N -1.02461 2.45075 -1.29321 0.241 0.053 0.556
N -1.09682 1.68694 0.82683 0.834 -0.589 0.102
N -0.86444 0.66446 -0.04301 -1.299 -0.447 -0.415
O 1.52761 -0.17035 -0.85090 -1.100 -0.142 0.663
H -1.21263 3.63590 0.51734 -0.378 2.502 0.491
H -0.72099 0.59645 -2.22020 0.037 -0.193 0.769
H 2.69594 -1.85435 0.33508 -1.031 -0.841 0.448
H 1.41120 -2.12906 1.66593 0.201 -0.308 -1.216
H 1.24404 -2.92046 -0.01255 0.083 -0.620 0.196
H -0.84662 -0.71483 1.42459 1.516 0.072 -0.448
H -1.17148 -1.50696 0.03526 0.305 0.503 -1.000
```
Forces are in eV/Å.

Computed properties:
Lowest unoccupied orbital energy: 0.6 eV
Spin multiplicity: 1
SMILES string: CC(=O)Cn1cncn1
Highest occupied orbital energy: -9.894 eV

***

Result set for energy relative to the best compared isomer or geometry (same formula, charge and spin): 115.3; 7.2; 14.8; 29.8 kcal per mole, one per record in the order listed.